1:
21
Properties=species:S:1:pos:R:3 method="wB97M-V/def2-TZVPD" multiplicity=1 orbital_gap_ev=10.816 e_lumo_ev=1.113 smiles=CCCCCOC
H -2.08266 0.14125 -3.45685
H 2.14836 -2.15831 1.45008
O -1.14283 1.48164 -2.26269
C 0.53853 -0.71379 1.70384
H 0.10049 -0.12094 2.51899
C 0.91859 0.20901 0.54420
H -0.25444 -1.39417 1.36084
C -0.05521 1.64769 -1.37329
H 2.50062 -0.89282 2.63806
H 0.86857 1.25146 -1.82915
H -1.20166 -0.59535 -2.09676
H -1.12082 0.26748 -0.12522
H -0.30171 0.04244 -3.49602
C -1.17691 0.20689 -2.84841
H 1.70862 0.90563 0.86389
H 0.06627 2.73073 -1.26973
H 1.38046 -2.20455 3.04513
H -0.63079 1.71885 0.72369
C 1.70747 -1.53691 2.23982
H 1.35493 -0.39970 -0.26259
C -0.28813 0.97456 -0.00780

2:
21
Properties=species:S:1:pos:R:3 method="wB97M-V/def2-TZVPD" multiplicity=1 orbital_gap_ev=10.881 e_lumo_ev=1.138 smiles=CCCCCOC
C 0.79477 -0.34121 -0.46678
H 4.20528 -0.83828 -1.01849
H 2.47980 -0.80412 0.78453
H 0.48524 -1.38284 -0.63530
H -4.18719 0.91560 1.92206
H -3.72340 -0.05544 0.32255
C 3.14068 -0.88933 -1.27066
O -2.24345 0.83321 1.35627
H 0.09527 -0.32463 1.58369
H 2.98441 -0.35554 -2.21616
H -3.82609 1.74070 0.37078
H -1.65575 0.85112 -0.63422
C -0.04047 0.25112 0.66046
C 2.28758 -0.28272 -0.16343
H 0.58834 0.19756 -1.40544
C -1.51958 0.27114 0.30140
H 2.57386 0.76684 -0.00299
H 2.87471 -1.94119 -1.43441
C -3.59335 0.85964 0.99055
H -2.03428 -0.74708 0.07707
H 0.31363 1.27544 0.87851

Short version: 1, 2, most stable first.

1:
21
Properties=species:S:1:pos:R:3 method="wB97M-V/def2-TZVPD" multiplicity=1 orbital_gap_ev=10.952 e_lumo_ev=1.121 smiles=CCCCCOC
H 4.42693 1.12555 0.23703
C 0.26715 -0.43809 0.61891
H -4.12398 0.48382 -0.56620
H 3.18662 1.71558 -0.90896
H -2.87564 -1.38292 0.41382
H -0.02111 0.39730 1.26894
C -2.31552 -0.47031 0.18252
C -0.89875 -0.82339 -0.30803
H 3.87217 0.08387 -1.10822
O 2.57653 0.32539 0.49757
H -2.63533 1.34993 -0.98257
H -0.82874 -1.89006 -0.55441
C 3.56269 0.83503 -0.36272
C -3.07712 0.35236 -0.85621
H 1.12474 0.85493 -0.85427
C 1.43806 -0.01538 -0.24997
H -2.25000 0.10250 1.11670
H 0.56034 -1.26748 1.27392
H 1.68665 -0.82252 -0.96315
H -3.05423 -0.13041 -1.84239
H -0.76341 -0.29251 -1.25503

2:
21
Properties=species:S:1:pos:R:3 method="wB97M-V/def2-TZVPD" multiplicity=1 orbital_gap_ev=11.152 e_lumo_ev=0.849 smiles=CC1CCCC1.O
C -1.37635 0.69493 -0.31421
H -2.33318 0.72238 -0.87024
C -0.35273 -0.17745 -1.06870
H -0.02923 -1.17313 2.16386
H -1.01630 1.73678 -0.21228
H 0.44132 -1.91355 -0.02096
C -1.56000 -0.00614 1.02199
C 0.49249 -0.80856 0.02169
H -2.25823 -0.86469 1.05038
H 0.39780 0.50171 1.70715
H 1.10251 1.28693 -1.51934
C 0.45784 0.66604 -2.16393
H 2.32234 0.47748 1.16114
H 1.10038 0.05445 -2.81945
H 1.79098 -0.98178 1.27468
O 2.32663 -0.30884 1.75270
H -0.15524 1.33198 -2.79422
H -0.90542 -1.03128 -1.51072
H -1.90877 0.73605 1.76562
C -0.09831 -0.42244 1.35322
H 1.56146 -0.52088 0.02161

Short version: 1, 2, most stable first.

1:
21
Properties=species:S:1:pos:R:3 method="wB97M-V/def2-TZVPD" multiplicity=1 orbital_gap_ev=10.567 e_lumo_ev=1.025 smiles="CC(=O)CC(C)C.[H][H]"
H -0.57088 0.83391 1.30560
H 1.34083 0.23133 2.54466
C -0.39621 0.18523 0.43417
H -0.84125 -0.25441 -2.07309
C 1.05835 -0.29119 0.44768
O 0.05455 1.88603 -1.18959
H -2.48410 1.78662 -1.84253
C -0.77306 1.16805 -0.65521
C 1.31229 -1.49373 -0.46867
C 1.47020 -0.63068 1.88020
H 1.66041 0.55184 0.08894
H -2.46585 2.18803 -0.11751
H 1.08418 -1.28210 -1.51659
H 0.71095 -2.35983 -0.16073
H 2.51946 -0.94052 1.92536
H -2.89394 0.53901 -0.61991
H 0.86173 -1.45449 2.27668
H -0.37576 0.31565 -2.21017
H -1.10125 -0.65370 0.53504
H 2.36557 -1.79312 -0.41882
C -2.25623 1.40075 -0.84663

2:
21
Properties=species:S:1:pos:R:3 method="wB97M-V/def2-TZVPD" multiplicity=1 orbital_gap_ev=7.259 e_lumo_ev=-0.567
H -2.35044 -0.48174 -1.22721
H -0.19378 0.61179 -2.22203
H -2.68272 1.67526 0.33134
O -0.09113 -1.04772 1.68661
H 0.90174 1.71030 0.73898
C 1.02746 0.06001 -0.54746
C 1.68642 1.12598 0.23026
C -0.33444 0.55310 -1.12170
H -0.21570 -2.00103 1.81074
H -1.19895 -1.05450 0.02622
H 2.43809 0.83398 0.94729
H -0.42784 1.68553 -0.79990
C 1.58852 -1.24175 -0.82422
H -1.30770 1.02922 1.25497
H 2.63911 -1.35117 -0.47829
C -2.14953 0.76287 0.58262
H 2.23065 1.88476 -0.35789
H -2.81792 0.23896 1.26273
H 0.64125 -0.97926 0.13082
H 1.38645 -1.66177 -1.81268
C -1.53730 -0.21996 -0.50249

Short version: 1, 2, most stable first.

1:
21
Properties=species:S:1:pos:R:3 method="wB97M-V/def2-TZVPD" multiplicity=1 orbital_gap_ev=10.631 e_lumo_ev=0.953 smiles="CC(=O)CC(C)C.[H][H]"
H -2.74696 0.22197 -1.97242
C -1.73117 -0.17489 -1.93419
C 1.47697 1.08516 0.74037
C 0.14489 -0.79684 -0.27461
H 0.72316 1.81685 0.42779
H -3.02544 2.16106 -0.38559
H -1.71344 -1.19554 -2.33417
H -0.04516 -1.87947 -0.19846
C 1.89791 -1.29741 1.46191
H 2.40741 -0.93919 2.36342
H 1.95390 1.46597 1.65043
H 2.24771 1.03108 -0.04044
H -1.07863 0.43114 -2.57413
H 1.43572 -2.26303 1.69891
O -1.84682 0.34586 0.39360
H 0.08397 -0.18210 1.75807
H 2.66193 -1.47051 0.69289
H -3.26800 2.74818 -0.77814
H 0.77869 -0.66974 -1.16458
C 0.85298 -0.29059 0.98433
C -1.20961 -0.14795 -0.51500

2:
21
Properties=species:S:1:pos:R:3 method="wB97M-V/def2-TZVPD" multiplicity=1 orbital_gap_ev=9.435 e_lumo_ev=0.801
H 2.35972 0.38443 1.50215
C -0.62551 -0.96666 0.59654
O 1.48579 -2.08897 -5.97307
H 0.83115 -2.61520 -5.46044
H 0.59867 1.02680 -1.10441
H 2.19878 -2.72942 -6.19610
H 2.86911 1.14785 -0.03637
C -1.23714 1.20067 1.61269
C -0.40376 0.49281 0.78448
C 2.10565 0.50693 0.43582
H -1.44395 -1.37108 1.21558
H 2.13022 -0.48409 -0.04780
H 0.80646 2.13122 0.28596
H -0.89540 -1.08749 -0.46608
H 0.28837 -1.55115 0.79607
H -2.06012 0.13467 3.24857
C -2.46059 0.74100 2.41876
C 0.71072 1.06712 -0.00383
H -2.95704 1.63089 2.84094
H -3.21220 0.14277 1.87673
H -1.08892 2.28690 1.67381

3:
21
Properties=species:S:1:pos:R:3 method="wB97M-V/def2-TZVPD" multiplicity=1 orbital_gap_ev=10.907 e_lumo_ev=0.940 smiles=CC(C)C[C@@H](C)O
H -2.88540 -0.34667 2.05244
H -0.00980 1.11763 -1.40128
H -1.02803 -1.62089 0.34575
H -2.93253 -0.11075 -0.17792
H 2.77603 0.74615 -0.18296
C 0.15987 0.31309 0.57146
C -1.80036 -0.50924 1.98782
C -1.19716 -0.38915 0.58347
H -0.01221 -1.41815 -1.52425
H 1.69599 -1.40151 -1.06802
H 1.18456 -0.66410 -2.60010
H -1.59495 -1.56619 1.98686
H 0.16903 1.28085 1.10970
H 0.80179 -0.36124 1.15024
H 1.90128 2.28383 -0.33128
H 2.45281 1.42890 -1.78475
H -1.29748 0.01357 2.81409
C 0.90275 -0.81820 -1.55333
O -2.04076 0.21105 -0.35876
C 2.03517 1.29211 -0.78105
C 0.71940 0.51892 -0.83814

Short version: 1, 3, 2, most stable first.

1:
21
Properties=species:S:1:pos:R:3 method="wB97M-V/def2-TZVPD" multiplicity=1 orbital_gap_ev=9.763 e_lumo_ev=0.914 smiles="C=C(O)CC(C)C.[H][H]"
H -0.24487 2.15536 2.68543
H 1.62987 -0.34994 -0.92933
C 0.60704 -0.72808 -0.80893
H 0.83528 -2.24462 -2.35730
O 1.63593 1.22917 1.01334
H -0.07457 0.10050 -2.69939
C 0.44339 0.65598 1.34514
C -0.43352 1.20522 2.19036
C 0.56200 -2.17582 -1.29851
H -0.44744 -2.59292 -1.18642
C -0.32820 0.15534 -1.63378
C 0.27308 -0.68497 0.68928
H 1.71111 2.07232 1.48030
H 0.93102 -1.39314 1.21198
H 1.25147 -2.81043 -0.72923
H -0.75664 -1.02701 0.85168
H -1.36532 0.70153 2.41776
H -2.02460 2.27458 0.21979
H -2.70221 2.58022 0.27804
H -0.26632 1.20512 -1.32560
H -1.37093 -0.17000 -1.52353

2:
21
Properties=species:S:1:pos:R:3 method="wB97M-V/def2-TZVPD" multiplicity=1 orbital_gap_ev=9.829 e_lumo_ev=0.854 smiles="C=C(CC)CC.O"
H 1.24633 -0.45134 0.16418
H -1.28175 2.30274 -0.46803
C -0.89368 0.06036 -1.95873
H -1.50591 1.21503 -3.79736
H -1.66988 -0.71696 -1.89851
H -0.76524 2.14399 -2.59880
H -0.56101 1.64142 1.16824
C -0.55681 0.39179 -0.52574
H -0.00301 -0.42713 -2.36667
H -0.15951 0.04680 2.28627
H -1.17613 -1.27429 1.80345
H 4.34588 -1.84619 2.60014
C -0.15927 -0.89127 1.73085
H -0.05853 -1.62769 -0.27846
C -0.85972 1.52212 0.14450
O 3.75761 -1.17007 2.92509
C 0.18465 -0.70093 0.25737
H 3.37704 -1.59547 3.69589
C -1.43963 1.29586 -2.69594
H -2.42326 1.61655 -2.37016
H 0.60185 -1.53532 2.18241

3:
21
Properties=species:S:1:pos:R:3 method="wB97M-V/def2-TZVPD" multiplicity=1 orbital_gap_ev=10.680 e_lumo_ev=0.926 smiles=COCC(C)(C)C
C -1.22638 2.51314 -0.69952
H 0.96615 -0.64958 2.24361
H -0.21479 1.20414 1.12013
H -0.37496 -1.76604 1.91393
H 1.44103 0.42146 -1.33929
H -0.37988 3.09224 -0.29641
C -0.65769 0.50489 0.38891
O -0.89836 1.15914 -0.83788
H -1.60854 0.13836 0.81632
C -0.29986 -1.64812 -0.83654
H -2.09431 2.66257 -0.04114
H -1.23297 -2.07598 -0.44880
H 2.34336 -0.90585 -0.58134
C 1.62320 -0.10120 -0.39738
H -1.46749 2.89087 -1.69645
C 0.55425 -1.34947 1.50561
C 0.30963 -0.65840 0.16173
H 2.07986 0.60837 0.30349
H 0.39328 -2.47477 -1.03366
H -0.52312 -1.15064 -1.78544
H 1.26831 -2.17323 1.39150

Short version: 3, 2, 1, most stable first.

1:
11
Properties=species:S:1:pos:R:3 method="wB97M-V/def2-TZVPD" multiplicity=1 orbital_gap_ev=9.214 e_lumo_ev=-1.405
N 0.88344 0.13796 -0.27254
C 0.16763 1.33092 -0.50194
C -1.36182 -0.01283 -0.05099
N -1.23814 1.18276 -0.47792
H -2.33037 -0.46370 0.21528
C 0.22238 -1.96782 0.61486
H 1.03213 -3.92503 1.17927
N 0.74805 2.45659 -0.53674
C 0.70826 -2.90171 1.17617
H 0.09446 3.25239 -0.62906
C 0.00527 -0.66602 0.13604

2:
11
Properties=species:S:1:pos:R:3 method="wB97M-V/def2-TZVPD" multiplicity=1 orbital_gap_ev=7.656 e_lumo_ev=-1.953 smiles="C1=CC2=NC=NC2=N1"
N 1.01797 -1.35119 -0.16530
C -2.00550 0.12200 -0.03844
H -3.17768 0.37396 -0.20747
C 1.52257 1.06793 0.15366
C -0.05330 -0.72056 0.12720
H 3.11970 -0.41058 0.04686
C 2.04883 -0.24526 -0.13784
N -1.57412 -1.05982 0.18588
H 2.04576 2.17028 0.36228
N -1.09590 1.28909 -0.19739
C 0.08349 0.72919 0.06808

3:
11
Properties=species:S:1:pos:R:3 method="wB97M-V/def2-TZVPD" multiplicity=1 orbital_gap_ev=7.936 e_lumo_ev=-1.128 smiles="C=N/C=C1N=C/1C#N"
C 0.48712 0.38267 0.51268
N -0.68410 -0.07405 0.57228
N -0.87382 0.28203 -2.92534
C -1.29530 -0.68622 -0.57871
H 1.36612 0.13359 -0.25777
C 0.85027 1.95441 -1.85687
N 1.36793 2.94137 -1.65349
H 0.83909 1.06004 1.26062
C -0.78521 -0.23852 -1.67202
H -1.76615 -1.71632 -0.37073
C -0.06962 0.92361 -2.14830

4:
11
Properties=species:S:1:pos:R:3 method="wB97M-V/def2-TZVPD" multiplicity=1 orbital_gap_ev=8.824 e_lumo_ev=-0.950
N 2.80355 1.15201 -0.60634
C -3.12893 0.94245 0.42356
C -2.28484 0.26806 -0.18636
H 2.18058 -0.13234 1.81851
H -3.50340 1.57626 1.43290
C -1.31539 -0.51708 -0.89176
H -1.42823 -0.96544 -1.83337
N -0.18298 -0.90411 -0.41018
N 0.34326 -0.80594 0.73934
C 2.18776 0.26314 -0.12109
C 1.54208 -0.38527 0.86267

Short version: 1, 2, 3, 4, most stable first.

1:
9
Properties=species:S:1:pos:R:3 method="wB97M-V/def2-TZVPD" multiplicity=1 orbital_gap_ev=9.843 e_lumo_ev=-0.584
C -0.36466 0.56077 0.54600
O 2.05306 0.48034 -0.71101
F -0.46129 1.85117 0.27562
H -0.66565 0.36212 -1.47663
H -1.32798 0.10442 1.91739
C -0.58931 -0.37315 -0.70557
S 1.08914 -0.31402 0.03158
H -1.26347 -1.21228 -0.60185
O 1.53015 -1.45937 0.72447

2:
9
Properties=species:S:1:pos:R:3 method="wB97M-V/def2-TZVPD" multiplicity=1 orbital_gap_ev=9.615 e_lumo_ev=0.427 smiles="C=C=O.OSF"
O -0.16680 -1.45505 -1.02614
H 1.34864 -2.69524 3.49262
O 0.82150 -1.86487 3.40144
S 1.79757 -0.59223 3.35267
H 0.34805 1.29613 0.12952
C -0.37246 -0.34951 -0.73881
F 2.15365 -0.43767 1.77156
C -0.49228 0.91117 -0.46411
H -1.32354 1.51743 -0.85061

Short version: 2, 1, most stable first.

1:
9
Properties=species:S:1:pos:R:3 method="wB97M-V/def2-TZVPD" multiplicity=1 orbital_gap_ev="6.224 / 7.077" e_lumo_ev="-1.012 / -0.803"
C -1.24744 0.19173 -0.09834
H -0.97287 1.22935 -0.31340
H 1.84966 -1.54039 -0.28755
S -0.53941 -1.28432 -0.03839
C 1.28022 -0.66739 0.09479
H 1.46005 0.24307 -0.63396
H -3.46072 0.79323 0.53844
N -3.38626 -0.09150 0.02484
H 1.37701 -0.47840 1.08724

2:
9
Properties=species:S:1:pos:R:3 method="wB97M-V/def2-TZVPD" multiplicity=1 orbital_gap_ev=9.779 e_lumo_ev=0.868 smiles="[H]/N=C/SC"
H -0.41721 -1.08216 -1.04789
C 0.84101 0.35046 0.68935
H 1.27102 -0.19469 -0.20658
H -1.52454 0.36792 -1.73018
N 1.56975 0.85708 1.70658
S -0.85866 0.32459 0.71611
C -1.30666 -0.44141 -0.91057
H 2.64916 0.74642 1.44188
H -2.22387 -0.92822 -0.65870

Short version: 2, 1, most stable first.